(1)
Formula: C2H8S2
Source: OMol25
Level of theory: ωB97M-V with the def2-TZVPD basis set

Last column: Löwdin charge in e.
Geometry (Å):
C  -1.198  -1.917  -3.186  -0.48
S  -1.625  -0.198  -2.727  0.60
H  -1.518  -2.545  -2.367  0.02
H  -1.664  -2.151  -4.140  0.02
H  -0.127  -1.973  -3.353  0.02
H  -2.904  -0.454  -2.436  -0.17
C  1.124  1.669  3.319  -0.50
S  2.732  1.976  2.523  0.60
H  0.342  1.536  2.582  0.02
H  1.214  0.753  3.897  0.02
H  0.935  2.521  3.963  0.02
H  2.689  0.782  1.924  -0.16

Structure (SMILES): CS.CS
Highest occupied orbital energy (eV): -9.0
Relative energy (zero: lowest compared OMol25 entry of this formula, charge and spin) (eV): 0.428
Total energy (eV): -23873.719
Kohn-Sham gap (Eh): 0.360



(2)
Formula: CH2BNO2
Source: OMol25
Level of theory: ωB97M-V with the def2-TZVPD basis set

Last column: Löwdin charge in e.
Geometry (Å):
B  0.714  0.079  0.016  -0.44
C  -1.955  0.077  0.001  -0.26
N  -3.067  -0.213  0.061  -0.10
O  1.207  -1.100  0.104  0.24
O  1.438  1.178  0.054  0.28
H  0.767  -1.923  -0.338  0.21
H  0.895  1.901  0.102  0.08

Highest occupied orbital energy (eV): -10.6
Relative energy (zero: lowest compared OMol25 entry of this formula, charge and spin) (eV): 3.220
Total energy (eV): -7329.802
Kohn-Sham gap (Eh): 0.355



(3)
Formula: C4H4O3
Source: OMol25
Level of theory: ωB97M-V with the def2-TZVPD basis set

Last column: Löwdin charge in e.
Geometry (Å):
C  0.708  -1.170  -1.134  0.00
C  -0.089  0.027  -0.699  -0.36
O  -0.902  0.602  -1.386  0.13
C  0.189  0.609  0.693  -0.27
O  1.305  0.689  1.150  0.14
C  -1.006  1.126  1.496  -0.16
O  -2.104  0.651  1.374  0.10
H  1.599  -1.310  -0.518  0.08
H  0.982  -1.067  -2.186  0.09
H  0.069  -2.055  -1.038  0.10
H  -0.750  1.897  2.249  0.13

Structure (SMILES): CC(=O)C(=O)C=O
Highest occupied orbital energy (eV): -9.8
Relative energy (zero: lowest compared OMol25 entry of this formula, charge and spin) (eV): 1.282
Total energy (eV): -10353.930
Kohn-Sham gap (Eh): 0.323



(4)
Formula: C14H22BF4IN2O7PS2
Source: OMol25
Level of theory: ωB97M-V with the def2-TZVPD basis set

Last column: Löwdin charge in e.
Geometry (Å):
O  3.022  -1.020  -0.080  -0.43
P  1.891  -0.348  -0.765  0.76
C  0.765  0.915  0.085  -0.77
S  0.456  2.204  -1.190  0.81
O  -0.486  0.333  0.203  -0.07
B  -0.516  -0.308  1.548  -0.95
F  0.242  -1.524  1.432  0.07
C  -2.007  -0.567  2.086  -0.07
C  -2.103  -1.729  3.092  -0.32
C  -2.129  -3.069  2.361  -0.65
I  -1.202  -4.674  3.452  0.67
O  0.263  0.656  2.372  0.07
C  1.152  1.359  1.568  -0.35
C  2.643  1.140  1.967  -0.15
C  2.864  -0.114  2.811  -0.42
S  4.247  0.073  3.982  0.98
C  5.584  -0.132  2.890  -0.70
N  5.988  -1.205  2.313  0.07
N  7.085  -0.851  1.537  0.05
C  7.249  0.401  1.721  -0.23
O  6.353  0.941  2.552  0.03
C  0.835  2.842  1.854  -0.54
F  -0.431  3.195  1.565  0.14
F  1.673  3.700  1.191  0.09
F  1.020  3.104  3.180  0.13
H  0.900  -1.201  -1.270  0.04
H  2.296  0.354  -1.917  -0.02
H  1.691  2.702  -1.335  -0.12
H  -2.377  0.347  2.560  0.10
H  -2.660  -0.775  1.229  0.10
H  -3.019  -1.642  3.687  0.10
H  -1.266  -1.702  3.794  0.08
H  -1.566  -3.031  1.433  0.03
H  -3.141  -3.422  2.177  0.03
H  2.988  2.012  2.525  0.10
H  3.267  1.071  1.076  0.10
H  3.056  -0.993  2.199  0.07
H  1.999  -0.316  3.441  0.08
H  8.001  1.048  1.299  0.13
C  -3.249  2.282  -3.724  -0.06
C  -2.507  1.031  -3.307  -0.21
O  -3.386  -0.112  -3.260  0.05
C  -3.664  -0.669  -4.427  -0.62
O  -3.249  -0.335  -5.508  0.11
O  -4.517  -1.679  -4.215  0.00
C  -4.912  -2.373  -5.397  -0.05
H  -4.099  2.454  -3.063  0.08
H  -2.579  3.140  -3.654  0.08
H  -3.609  2.204  -4.749  0.07
H  -2.122  1.132  -2.296  0.09
H  -1.674  0.818  -3.975  0.12
H  -4.042  -2.717  -5.953  0.09
H  -5.516  -1.729  -6.036  0.09
H  -5.501  -3.219  -5.055  0.09

Highest occupied orbital energy (eV): -6.5
Net charge: -1
Total energy (eV): -82799.826
Kohn-Sham gap (Eh): 0.327



no.,LUMO level (eV)
1,0.813
2,-0.966
3,-1.016
4,2.398